1.
{"formula": "H18O9", "method": "ωB97M-V/def2-TZVPD", "lumo_ha": 0.0002, "multiplicity": 1, "smiles": "O.O.O.O.O.O.O.O.O", "homo_ev": -10.415, "species": ["O", "H", "H", "O", "H", "H", "O", "H", "H", "O", "H", "H", "O", "H", "H", "O", "H", "H", "O", "H", "H", "O", "H", "H", "O", "H", "H"], "positions_angstrom": [[-1.26080, -0.76607, -2.73761], [-1.10923, -1.75547, -3.09205], [-1.07124, -0.72032, -1.91188], [0.91064, -1.72644, 2.29800], [0.54672, -1.32439, 3.19378], [0.41466, -1.38610, 1.51036], [-0.24323, -0.34796, -0.08678], [-0.76028, 0.39363, 0.35784], [0.52124, 0.21794, -0.30640], [2.04118, 0.67347, -1.35572], [2.51780, 0.01855, -1.96299], [2.43112, 0.23043, -0.59621], [-1.64812, 1.96147, 0.55511], [-2.41643, 1.42933, 0.47374], [-1.51828, 2.65682, 0.04055], [2.61914, 0.29242, 1.50406], [2.88570, 0.96257, 2.08807], [2.30885, -0.42997, 1.97289], [-0.43911, -3.21400, -1.14550], [0.25186, -2.59229, -0.90285], [-0.96356, -3.56613, -0.38245], [0.90170, 3.10945, -2.22214], [1.53014, 3.72351, -2.56106], [1.43893, 2.36664, -1.99027], [-3.56657, 0.16086, 2.23613], [-2.64323, 0.47620, 2.58184], [-3.67958, -0.84415, 2.44153]], "nbo_charge": [-0.946, 0.478, 0.463, -0.998, 0.481, 0.513, -1.022, 0.499, 0.499, -0.966, 0.483, 0.499, -0.966, 0.503, 0.492, -0.977, 0.475, 0.494, -0.970, 0.486, 0.485, -0.952, 0.458, 0.486, -0.968, 0.483, 0.487]}



2.
{"formula": "C18H17ClCuF5N2OS2", "method": "ωB97M-V/def2-TZVPD", "lumo_ha": [0.0978, 0.0744], "multiplicity": 2, "homo_ev": [-4.513, -4.827], "total_charge": -1, "s2": 0.76, "species": ["Cu", "Cl", "C", "C", "C", "C", "C", "C", "C", "H", "H", "H", "H", "H", "H", "C", "N", "C", "C", "N", "C", "S", "H", "H", "H", "H", "H", "H", "H", "H", "F", "C", "C", "F", "C", "F", "C", "S", "C", "F", "C", "F", "C", "O", "H", "H", "H"], "positions_angstrom": [[1.00943, 0.91139, -0.49028], [1.85703, -2.36671, -2.26208], [1.82243, -1.01451, -3.33688], [1.36333, -1.20401, -4.62318], [1.35023, -0.14671, -5.51918], [1.80573, 1.09779, -5.10878], [2.24823, 1.28609, -3.81798], [2.26173, 0.24089, -2.87878], [2.70673, 0.45209, -1.50958], [1.01993, -2.18121, -4.92548], [0.98203, -0.29141, -6.52588], [1.82503, 1.92199, -5.80828], [2.59453, 2.26159, -3.50518], [3.36373, 1.32119, -1.41938], [3.17253, -0.43051, -1.06998], [-1.87677, -3.21141, 0.14412], [-2.37767, -1.88461, 0.31492], [-2.72157, -1.37191, 1.61872], [-2.83147, 0.14299, 1.37902], [-2.67157, 0.28899, -0.05828], [-2.30067, -0.89901, -0.60318], [-1.95777, -1.11921, -2.19858], [-2.65497, -3.94311, 0.38172], [-1.00427, -3.37201, 0.78512], [-1.58257, -3.31871, -0.89878], [-1.94957, -1.62491, 2.35222], [-3.67597, -1.80381, 1.94692], [-2.05587, 0.70429, 1.90772], [-3.80537, 0.53869, 1.68712], [-2.07527, 1.08289, -0.35058], [0.35683, 1.00359, 6.50422], [0.56273, 0.60079, 5.23242], [0.60873, -0.75541, 4.92142], [0.48613, -1.65421, 5.91722], [0.76963, -1.17331, 3.61532], [0.79853, -2.49671, 3.36842], [0.89403, -0.26641, 2.53822], [0.96353, -0.85221, 0.93642], [0.91553, 1.09399, 2.90142], [1.14103, 2.03939, 1.97112], [0.72203, 1.51999, 4.20292], [0.67403, 2.83849, 4.46932], [-0.53877, 3.24489, -0.44008], [-0.56667, 1.87089, -0.29778], [0.46053, 3.63159, -0.68868], [-0.86907, 3.73659, 0.49042], [-1.22007, 3.55099, -1.24958]], "nbo_charge": [1.139, -0.001, -0.041, -0.215, -0.241, -0.233, -0.166, -0.080, -0.809, 0.218, 0.203, 0.200, 0.193, 0.200, 0.225, -0.414, -0.426, -0.213, -0.227, -0.635, 0.316, -0.307, 0.177, 0.205, 0.250, 0.197, 0.178, 0.202, 0.182, 0.464, -0.304, 0.221, 0.301, -0.313, 0.283, -0.307, -0.273, -0.302, 0.295, -0.306, 0.271, -0.303, -0.225, -0.998, 0.134, 0.139, 0.148]}



3.
{"formula": "C5H7Cl2N2", "method": "ωB97M-V/def2-TZVPD", "lumo_ha": -0.2173, "multiplicity": 1, "homo_ev": -14.956, "total_charge": 1, "species": ["C", "C", "C", "C", "C", "N", "N", "Cl", "Cl", "H", "H", "H", "H", "H", "H", "H"], "positions_angstrom": [[-1.22931, 1.47566, -0.52305], [-0.24820, 1.26903, 1.57508], [-0.46219, 0.23648, -0.97474], [0.53231, -0.31859, -0.11292], [0.82170, -1.81075, -0.32298], [-1.11849, 1.91868, 0.76080], [0.40637, 0.13803, 1.23966], [-2.11312, -0.56004, -0.58471], [2.21444, 0.48099, -0.68302], [-1.81734, 2.02772, -1.35156], [-0.17326, 1.80524, 2.51009], [-0.44499, 0.04283, -2.06741], [1.73275, -2.04689, 0.12890], [0.86594, -1.78174, -1.45220], [0.00836, -2.55406, -0.02786], [1.02503, -0.32257, 1.88594]], "nbo_charge": [0.240, 0.411, -0.266, 0.194, -0.632, -0.495, -0.535, 0.095, -0.065, 0.285, 0.256, 0.310, 0.248, 0.247, 0.259, 0.449]}